[1]
Computed, not measured: a molecular structure, C39H46EuOP2 at a distorted geometry, with ωB97M-V/def2-TZVPD.

```
89
Properties=species:S:1:pos:R:3:lowdin_spin:R:1
Eu 0.959 -1.656 -0.837 5.11
C -3.285 0.458 -2.291 0.01
C -2.737 1.598 -1.853 0.00
C -3.510 2.611 -1.074 0.00
C -4.306 2.075 0.152 0.00
C -3.907 0.744 0.733 0.00
C -4.356 -0.446 0.311 0.00
C -5.167 -0.681 -0.929 0.00
C -4.753 0.117 -2.184 0.00
C 1.827 -1.105 1.954 0.03
H -2.729 -0.286 -2.869 0.00
H -1.747 1.925 -2.169 0.00
H -4.217 3.121 -1.752 0.00
H -2.821 3.384 -0.723 0.00
H -4.221 2.838 0.945 0.00
H -5.360 2.042 -0.143 0.00
H -3.350 0.805 1.660 0.00
H -4.313 -1.313 0.975 0.00
H -6.239 -0.486 -0.754 0.00
H -5.099 -1.748 -1.176 0.00
H -4.993 -0.502 -3.067 0.00
H -5.371 1.023 -2.270 0.00
H 2.067 -1.991 1.328 0.00
H 2.169 -1.350 2.976 0.01
H 2.337 -0.206 1.576 0.00
P 0.704 1.188 -1.057 0.09
P 0.103 -0.772 2.207 0.22
C -0.445 1.379 0.293 0.29
C -0.688 0.609 1.404 0.34
C 1.362 2.811 -1.458 0.00
C 0.631 4.009 -1.602 0.01
C 1.307 5.183 -1.958 0.00
C 2.690 5.170 -2.155 0.01
C 3.427 3.985 -1.985 0.00
C 2.770 2.808 -1.632 0.01
C -0.018 0.429 -2.583 0.04
C -0.707 -0.831 -2.542 0.00
C -0.748 -1.639 -3.692 0.00
C -0.449 -1.073 -4.932 0.00
C 0.009 0.243 -5.000 0.00
C 0.263 0.981 -3.850 0.01
C 0.100 -0.261 3.950 0.05
C 0.847 0.896 4.255 0.01
C 1.079 1.231 5.590 0.00
C 0.549 0.429 6.611 0.00
C -0.244 -0.685 6.293 0.00
C -0.455 -1.054 4.960 0.01
C -0.757 -2.334 1.867 0.17
C -0.169 -3.569 1.463 0.15
C -1.011 -4.613 1.048 0.02
C -2.393 -4.445 1.054 0.17
C -2.964 -3.252 1.502 0.04
C -2.154 -2.199 1.890 0.11
H -0.959 2.352 0.246 0.01
H -1.489 0.981 2.064 0.02
H -0.459 4.021 -1.441 0.00
H 0.746 6.114 -2.079 0.00
H 3.215 6.079 -2.439 0.00
H 4.506 3.967 -2.119 0.00
H 3.312 1.868 -1.486 0.00
H -1.346 -1.093 -1.672 0.00
H -1.066 -2.688 -3.610 0.00
H -0.589 -1.656 -5.846 0.00
H 0.176 0.694 -5.980 0.00
H 0.671 1.992 -3.919 0.00
H 1.268 1.510 3.454 0.00
H 1.703 2.093 5.833 0.00
H 0.799 0.654 7.646 0.00
H -0.666 -1.289 7.098 0.00
H -1.027 -1.952 4.700 0.00
H 0.926 -3.706 1.525 0.01
H -0.593 -5.578 0.733 0.00
H -3.059 -5.246 0.728 0.01
H -4.044 -3.133 1.575 0.00
H -2.594 -1.239 2.187 0.01
C 5.109 -0.298 0.416 0.00
C 4.602 -1.425 -0.497 0.00
C 5.376 -1.339 -1.812 0.00
C 4.971 -2.731 0.220 0.00
O 3.211 -1.359 -0.733 -0.01
H 6.183 -0.434 0.596 0.00
H 4.620 -0.320 1.402 0.00
H 4.978 0.687 -0.056 0.00
H 6.441 -1.474 -1.585 0.00
H 5.078 -2.115 -2.525 0.00
H 5.251 -0.357 -2.295 0.00
H 4.511 -2.774 1.218 0.00
H 4.667 -3.601 -0.373 0.00
H 6.057 -2.801 0.367 0.00
```

Output
* multiplicity: 8
* LUMO energy (alpha / beta): 0.002 / 0.001 Eh
* frontier orbital gap (alpha / beta): 0.1546 / 0.2290 Eh
* strongest force on any atom: 2.891 eV Å⁻¹
* highest occupied orbital energy (alpha / beta): -0.152 / -0.228 hartree

---

[2]
Computed, not measured: 2 unconnected molecules or ions with the total composition C10H15IS2 at a distorted geometry, with ωB97M-V/def2-TZVPD.

```
28
Properties=species:S:1:pos:R:3:lowdin_charge:R:1
C 1.400 1.110 1.003 -0.12
C 0.726 1.144 -1.378 -0.14
C 1.970 -0.843 -0.313 -0.15
C -1.102 0.952 0.405 -0.16
C 0.084 -0.971 1.475 -0.15
C -0.464 -1.045 -1.009 -0.14
C 0.264 1.580 0.028 -0.27
C 1.500 -0.443 0.996 -0.32
C 0.914 -0.388 -1.402 -0.25
C -0.972 -0.564 0.371 -0.86
S -2.432 -1.404 0.912 0.73
S -4.946 -1.383 -0.924 -0.30
I -5.988 0.453 -0.051 0.26
H 2.171 1.606 0.483 0.09
H 1.358 1.522 2.034 0.13
H 0.120 1.599 -2.177 0.12
H 1.748 1.507 -1.608 0.12
H 3.078 -0.698 -0.606 0.15
H 1.759 -1.974 -0.332 0.13
H -1.361 1.240 1.439 0.12
H -1.924 1.208 -0.341 0.14
H 0.088 -2.115 1.773 0.15
H -0.165 -0.408 2.372 0.10
H -1.150 -0.737 -1.680 0.07
H -0.445 -2.170 -0.941 0.13
H 0.385 2.693 0.062 0.15
H 2.236 -0.738 1.811 0.16
H 1.151 -0.733 -2.404 0.13
```

Output
* LUMO energy (alpha / beta): -0.105 / -0.105 Eh
* energy above the lowest of the compared OMol25 structures with the same formula, charge and spin: 1.795 eV
* frontier orbital gap (alpha / beta): 0.2101 / 0.2098 Eh
* strongest force on any atom: 4.835 eV Å⁻¹
* highest occupied orbital energy (alpha / beta): -0.315 / -0.315 hartree

---

[3]
Computed, not measured: 15 unconnected molecules or ions with the total composition C28H32Cl42IN2O3 at a distorted geometry, with ωB97M-V/def2-TZVPD.

```
108
Properties=species:S:1:pos:R:3:lowdin_charge:R:1
C -0.741 3.885 -1.149 -0.05
C 0.706 3.455 -0.665 -0.38
N 0.976 3.427 0.582 0.15
C 1.721 3.131 -1.801 -0.09
C 2.607 1.886 -1.527 -0.09
C 3.957 2.121 -0.985 0.08
C 4.831 0.976 -0.754 -0.26
C 6.289 1.139 -0.205 -0.10
C 6.154 1.605 1.317 -0.75
O 6.906 2.339 1.848 0.05
I 4.416 0.804 2.387 0.88
C 4.375 -0.357 -1.054 0.01
N 3.092 -0.536 -1.534 0.15
C 2.228 0.511 -1.769 -0.09
C 0.797 0.225 -2.357 -0.05
C 0.299 -1.215 -1.974 -0.18
O -1.052 -1.494 -2.363 -0.03
C -1.099 -1.394 -3.758 -0.48
C -2.145 -0.371 -4.333 -0.01
O -0.389 -2.021 -4.499 0.09
H -0.590 4.656 -1.953 0.09
H -1.318 2.996 -1.523 0.06
H -1.300 4.411 -0.333 0.04
H 0.120 3.705 1.081 -0.02
H 1.148 2.952 -2.744 0.12
H 2.426 3.989 -1.994 0.14
H 4.291 3.156 -0.758 0.15
H 6.764 0.118 -0.206 0.13
H 6.898 1.851 -0.813 0.14
H 5.061 -1.216 -0.903 0.15
H 2.832 -1.509 -1.723 0.17
H 0.918 0.364 -3.472 0.10
H 0.117 0.999 -1.914 0.12
H 0.384 -1.308 -0.855 0.15
H 0.975 -2.024 -2.382 0.12
H -3.021 -1.002 -4.652 0.10
H -1.708 0.192 -5.198 0.08
H -2.445 0.356 -3.512 0.03
C 1.127 -0.861 -7.266 -1.53
Cl 1.742 0.352 -6.127 0.52
Cl -0.143 -0.169 -8.281 0.52
Cl 2.441 -1.500 -8.258 0.55
H 0.700 -1.679 -6.694 -0.01
C -1.447 2.908 -10.811 -1.53
Cl -0.537 4.146 -9.936 0.52
Cl -2.362 1.900 -9.683 0.47
Cl -2.524 3.649 -11.997 0.54
H -0.741 2.275 -11.339 0.02
C 4.840 -1.792 5.632 -1.58
Cl 3.476 -0.854 6.254 0.48
Cl 5.771 -2.490 6.958 0.53
Cl 4.277 -3.060 4.533 0.49
H 5.490 -1.123 5.078 -0.10
C 1.450 0.526 9.561 -1.54
Cl 1.530 0.986 7.855 0.48
Cl 3.004 -0.115 10.104 0.53
Cl 0.963 1.903 10.554 0.53
H 0.703 -0.254 9.669 0.02
C 4.602 -6.764 3.088 -1.55
Cl 3.528 -5.571 2.340 0.48
Cl 3.999 -7.227 4.681 0.53
Cl 4.773 -8.182 2.050 0.53
H 5.580 -6.311 3.212 0.01
C -4.081 2.886 -5.565 -1.50
Cl -4.949 1.419 -6.024 0.53
Cl -3.212 2.640 -4.045 0.55
Cl -2.951 3.363 -6.829 0.52
H -4.806 3.682 -5.427 0.02
C -8.180 -0.960 -4.918 -1.54
Cl -8.090 -0.497 -6.621 0.52
Cl -6.621 -1.580 -4.357 0.50
Cl -8.697 0.409 -3.928 0.52
H -8.917 -1.750 -4.818 0.02
C -1.893 1.753 2.495 -1.51
Cl -2.288 0.636 1.176 0.51
Cl -2.263 3.418 2.026 0.55
Cl -2.760 1.310 3.962 0.54
H -0.827 1.684 2.693 0.01
C -4.155 -2.467 4.965 -1.57
Cl -3.053 -1.904 6.230 0.52
Cl -3.894 -1.564 3.467 0.46
Cl -3.953 -4.200 4.690 0.52
H -5.180 -2.289 5.298 -0.11
C -7.650 -0.339 1.840 -1.53
Cl -5.937 -0.068 1.505 0.48
Cl -8.179 -1.883 1.163 0.53
Cl -7.958 -0.285 3.580 0.52
H -8.221 0.454 1.367 0.01
C 8.717 -0.299 5.069 -1.52
Cl 7.358 0.636 5.701 0.55
Cl 9.657 -1.001 6.387 0.55
Cl 8.142 -1.564 3.971 0.52
H 9.361 0.371 4.509 0.02
C -0.456 -5.478 -3.046 -1.56
Cl 1.282 -5.291 -3.316 0.51
Cl -1.014 -7.040 -3.649 0.55
Cl -0.840 -5.299 -1.330 0.53
H -0.971 -4.696 -3.594 0.00
C 1.064 6.219 2.821 -1.56
Cl 1.994 7.439 3.696 0.54
Cl 0.233 5.141 3.947 0.52
Cl -0.095 6.985 1.725 0.52
H 1.753 5.626 2.227 -0.01
C -7.115 -3.509 7.657 -1.50
Cl -7.091 -2.970 5.970 0.57
Cl -5.533 -4.131 8.133 0.54
Cl -7.612 -2.191 8.721 0.54
H -7.839 -4.312 7.746 0.02
```

Output
* LUMO energy: -0.157 Eh
* charge: +1
* frontier orbital gap: 0.2867 Eh
* strongest force on any atom: 2.808 eV Å⁻¹
* highest occupied orbital energy: -0.444 hartree

---

[4]
Computed, not measured: a gas-phase ion, C13H15O (charge +1) at a distorted geometry, with ωB97M-V/def2-TZVPD.

```
29
Properties=species:S:1:pos:R:3:lowdin_charge:R:1
C 0.056 -0.395 3.932 -0.07
C 1.161 -1.188 3.814 -0.02
C -0.660 -0.154 2.859 -0.01
C 1.720 -1.620 2.594 0.06
C -0.084 -0.354 1.583 -0.11
C 1.127 -1.103 1.435 -0.11
C -0.724 0.139 0.415 0.06
C -0.111 0.065 -0.755 -0.07
C 1.185 -0.692 -0.920 -0.13
C 1.773 -0.873 -2.198 0.03
C -2.345 0.652 -1.935 -0.08
C -0.394 2.216 -2.002 -0.06
C -0.840 0.771 -1.956 -0.40
O 1.652 -1.323 0.167 0.15
H -0.156 -0.113 4.976 0.14
H 1.583 -1.582 4.695 0.11
H -1.719 0.191 2.872 0.15
H 2.467 -2.334 2.455 0.11
H -1.805 0.446 0.519 0.16
H 1.354 -0.194 -2.926 0.09
H 1.470 -1.914 -2.464 0.14
H 2.945 -0.866 -2.253 0.16
H -2.890 1.240 -1.152 0.10
H -2.787 -0.301 -1.925 0.07
H -2.703 1.244 -2.818 0.11
H -0.779 2.734 -2.938 0.11
H 0.763 2.261 -2.077 0.11
H -0.716 2.719 -1.107 0.08
H -0.542 0.326 -2.890 0.12
```

Output
* LUMO energy (alpha / beta): -0.184 / -0.184 Eh
* energy above the lowest of the compared OMol25 structures with the same formula, charge and spin: 0.000 eV
* charge: +1
* frontier orbital gap (alpha / beta): 0.2924 / 0.2924 Eh
* strongest force on any atom: 5.649 eV Å⁻¹
* highest occupied orbital energy (alpha / beta): -0.476 / -0.476 hartree

---

[5]
Computed, not measured: 2 unconnected molecules or ions with the total composition CF3IS at a distorted geometry, with ωB97M-V/def2-TZVPD.

```
6
Properties=species:S:1:pos:R:3:lowdin_charge:R:1
C -0.136 -0.410 -0.803 -0.58
F 1.117 -0.649 -0.897 0.15
F -0.389 0.822 -1.135 0.13
F -0.864 -1.346 -1.394 0.16
S 0.284 -0.367 2.069 -0.16
I -0.011 1.951 2.162 0.31
```

Output
* LUMO energy (alpha / beta): -0.025 / -0.085 Eh
* energy above the lowest of the compared OMol25 structures with the same formula, charge and spin: 2.107 eV
* frontier orbital gap (alpha / beta): 0.3057 / 0.2384 Eh
* strongest force on any atom: 1.701 eV Å⁻¹
* highest occupied orbital energy (alpha / beta): -0.331 / -0.323 hartree

---

[6]
Computed, not measured: a molecular structure, C15H35AlBrI2O6, with ωB97M-V/def2-TZVPD.

```
60
Properties=species:S:1:pos:R:3:lowdin_charge:R:1
C 3.687 -1.667 2.296 -0.22
C 3.053 -0.484 1.594 -0.92
I 4.342 1.214 1.649 0.70
C 1.873 -0.509 1.010 -0.90
I 1.056 1.176 0.060 0.74
Al 0.612 -2.100 0.922 -0.20
Br -1.280 -1.369 2.202 0.11
H 4.574 -1.367 2.849 0.02
H 3.988 -2.424 1.563 0.07
H 2.971 -2.133 2.974 0.06
H 0.112 -2.338 -0.580 -0.10
H 1.272 -3.390 1.588 -0.08
C -3.409 4.369 4.071 -0.13
O -2.350 3.634 3.505 -0.19
C -2.642 2.247 3.347 -0.20
C -3.035 1.902 1.934 -0.21
O -4.254 2.544 1.553 -0.19
C -4.053 3.674 0.736 -0.13
H -3.134 5.423 4.026 0.08
H -4.345 4.220 3.526 0.08
H -3.567 4.094 5.122 0.08
H -3.444 1.957 4.035 0.12
H -1.745 1.680 3.608 0.11
H -3.179 0.824 1.862 0.07
H -2.230 2.177 1.246 0.11
H -3.670 3.388 -0.251 0.09
H -3.354 4.384 1.189 0.08
H -5.021 4.160 0.608 0.08
C 1.144 4.968 -1.556 -0.11
O 0.145 4.398 -2.381 -0.20
C -0.486 5.317 -3.248 -0.21
C 0.023 5.186 -4.665 -0.21
O 1.389 5.545 -4.777 -0.19
C 2.267 4.433 -4.792 -0.11
H 1.663 4.148 -1.066 0.05
H 1.863 5.552 -2.139 0.08
H 0.697 5.610 -0.790 0.09
H -0.338 6.344 -2.895 0.12
H -1.561 5.107 -3.238 0.12
H -0.552 5.850 -5.319 0.12
H -0.128 4.157 -5.008 0.13
H 2.155 3.859 -5.718 0.09
H 2.096 3.772 -3.940 0.09
H 3.281 4.825 -4.742 0.09
C 1.057 -9.057 -0.644 -0.12
O -0.048 -8.195 -0.794 -0.19
C -0.433 -7.550 0.413 -0.20
C 0.126 -6.152 0.527 -0.22
O 1.538 -6.167 0.627 -0.21
C 2.193 -5.710 -0.537 -0.12
H 1.346 -9.390 -1.640 0.08
H 1.904 -8.549 -0.177 0.08
H 0.795 -9.936 -0.041 0.08
H -0.107 -8.145 1.274 0.12
H -1.526 -7.503 0.428 0.12
H -0.272 -5.679 1.429 0.12
H -0.195 -5.552 -0.330 0.13
H 2.020 -4.638 -0.683 0.06
H 1.859 -6.252 -1.428 0.08
H 3.259 -5.879 -0.394 0.09
```

Output
* LUMO energy: 0.088 Eh
* charge: -1
* frontier orbital gap: 0.2950 Eh
* strongest force on any atom: 0.364 eV Å⁻¹
* highest occupied orbital energy: -0.207 hartree